Record 1
DFT (ωB97M-V/def2-TZVPD) results for a structure of composition C37H29Cl5FN6O3Tc.

Positions of all 82 atoms, in Å:
Tc1 0.1053 -0.2860 -2.6970
C1 2.5664 2.5733 -5.0160
C2 2.9103 1.8206 -6.1208
C3 2.4813 0.5033 -6.1997
C4 1.7139 -0.0152 -5.1773
N1 1.3520 0.7352 -4.1063
C5 1.7873 1.9989 -4.0268
C6 1.2636 -1.4176 -5.1343
C7 1.6821 -2.4214 -5.9925
C8 1.2594 -3.7194 -5.7568
C9 0.4374 -3.9982 -4.6750
C10 0.0293 -2.9562 -3.8665
N2 0.4296 -1.7006 -4.1278
C11 -0.8887 -3.0676 -2.7141
C12 -1.5837 -4.2156 -2.3886
C13 -2.5202 -4.1610 -1.3668
C14 -2.7326 -2.9666 -0.6989
C15 -1.9809 -1.8622 -1.0477
N3 -1.0737 -1.9167 -2.0293
H1 2.8879 3.5985 -4.9061
H2 3.5159 2.2436 -6.9105
H3 2.7445 -0.1062 -7.0507
H4 1.5011 2.5512 -3.1492
H5 2.3506 -2.2013 -6.8108
H6 1.5862 -4.5184 -6.4078
H7 0.1275 -5.0120 -4.4709
H8 -1.4241 -5.1307 -2.9377
H9 -3.0900 -5.0438 -1.1108
H10 -3.4737 -2.8823 0.0823
H11 -2.0904 -0.9052 -0.5581
C16 1.5377 -2.8082 4.5428
C17 2.5061 -1.9565 3.7490
N4 1.8562 -1.3070 2.5840
C18 2.0291 -1.8420 1.3796
C19 1.4806 -1.3309 0.2234
C20 1.8634 -1.9391 -1.0811
O1 2.1463 -3.1009 -1.2190
O2 1.8643 -1.0468 -2.0653
C21 0.6340 -0.2178 0.3003
O3 0.0234 0.3081 -0.7037
C22 0.4267 0.3650 1.6026
C23 -0.3981 1.4971 1.7566
C24 -0.5477 2.0542 2.9834
F1 -1.3824 3.0942 3.1457
C25 0.1248 1.5681 4.1327
C26 0.9119 0.4414 3.9890
C27 1.0572 -0.1769 2.7338
N5 -0.0364 2.2112 5.3548
C28 0.0398 3.6525 5.4957
C29 -1.1222 4.1699 6.3190
N6 -1.1070 3.4569 7.6534
C30 -1.1345 1.9541 7.5030
C31 0.0190 1.5096 6.6160
H12 2.0523 -3.2463 5.3963
H13 1.1447 -3.6233 3.9363
H14 0.6942 -2.2259 4.9130
H15 3.3232 -2.5499 3.3429
H16 2.9733 -1.1743 4.3463
H17 2.6545 -2.7251 1.3294
H18 -0.9261 1.9070 0.9066
H19 1.4467 0.0670 4.8468
H20 0.0445 4.1450 4.5286
H21 0.9848 3.9198 5.9920
H22 -2.0816 3.9362 5.8596
H23 -1.0532 5.2359 6.5265
H24 -1.8999 3.7616 8.2223
H25 -0.2665 3.7313 8.1709
H26 -2.0976 1.7190 7.0512
H27 -1.0826 1.5305 8.5044
H28 -0.0743 0.4360 6.4642
H29 0.9738 1.6846 7.1330
Cl1 -0.7136 2.6424 -2.0667
C32 -1.7800 1.9415 -3.2707
C33 -1.6128 0.5880 -3.5986
C34 -2.5446 0.0862 -4.5153
Cl2 -2.5390 -1.5852 -4.9839
C35 -3.5413 0.8770 -5.0852
Cl3 -4.6505 0.2129 -6.2031
C36 -3.6399 2.2287 -4.7435
Cl4 -4.8446 3.2119 -5.4432
C37 -2.7525 2.7713 -3.8162
Cl5 -2.8568 4.4190 -3.3669

Cartesian forces (eV/Å) of the 2 atoms listed first:
Tc -0.1352 -0.4666 0.2846
C -0.0544 0.0340 0.1146

Charge   +3
HOMO (spin up / spin down)   -14.93 / -14.94 eV
2S+1   4
Relative energy (zero: lowest compared OMol25 entry of this formula, charge and spin)   0.092 eV
Expectation value of S²   3.7800
Frontier orbital gap (spin up / spin down)   0.26838 / 0.23198 Ha

These are the Mulliken partial charges, in e, on atoms 1 to 8: atom 1 (Tc): -0.112, atom 2 (C): -1.112, atom 3 (C): -0.504, atom 4 (C): -0.973, atom 5 (C): 0.613, atom 6 (N): 0.665, atom 7 (C): -0.295, atom 8 (C): 0.684

Record 2
DFT (ωB97M-V/def2-TZVPD) results for a structure of composition C37H29NPS4V at a distorted geometry.

Positions of all 73 atoms, in Å:
V1 1.0273 2.0461 -0.1822
S1 2.3549 3.7484 0.7599
C1 1.1713 4.3267 1.9075
C2 1.2336 5.6384 2.3924
C3 0.3110 6.1043 3.3111
C4 -0.7059 5.2790 3.7794
C5 -0.7801 3.9745 3.3244
C6 0.1535 3.5040 2.4102
S2 0.0733 1.7978 1.9007
C7 1.6146 1.1993 2.7257
C8 2.4235 0.3340 1.8138
C9 3.0422 -0.8241 2.2640
C10 3.8489 -1.5316 1.3942
C11 4.0615 -1.0255 0.1192
C12 3.4153 0.1390 -0.2611
C13 3.7467 0.7611 -1.5941
S3 2.5340 1.9041 -2.3230
C14 1.0518 0.8619 -2.5766
C15 0.9515 -0.0888 -3.7921
C16 -0.0757 -1.2286 -3.6064
C17 -1.9673 -0.3162 -2.9025
C18 -2.1206 0.9958 -2.1881
C19 -1.1644 1.9233 -2.2485
S4 -0.8669 3.1372 -0.9996
N1 2.5701 0.7722 0.5576
H1 2.0189 6.2864 2.0259
H2 0.3824 7.1236 3.6693
H3 -1.4274 5.6450 4.4973
H4 -1.5606 3.3084 3.6716
H5 1.3518 0.6938 3.6527
H6 2.1880 2.1028 2.9377
H7 2.8831 -1.1673 3.2764
H8 4.3175 -2.4563 1.7036
H9 4.7267 -1.5256 -0.5717
H10 3.9877 -0.0027 -2.3326
H11 4.6293 1.3899 -1.4514
H12 1.8723 -0.3300 -4.3202
H13 0.2085 -2.1926 -4.0242
H14 -2.9220 -0.8378 -2.9854
H15 -2.9135 1.0937 -1.4580
C20 -4.7277 -0.7763 1.9880
C21 -4.4765 -0.9787 0.6389
C22 -3.1778 -1.1728 0.1915
C23 -2.1140 -1.1421 1.0865
C24 -2.3803 -0.9728 2.4444
C25 -3.6784 -0.7922 2.8954
P1 -0.3480 -1.3756 0.6219
C26 -0.3799 -3.1735 0.2437
C27 -1.3936 -4.0334 0.6612
C28 -1.2969 -5.3989 0.4286
C29 -0.1897 -5.9242 -0.2189
C30 0.8333 -5.0780 -0.6244
C31 0.7414 -3.7164 -0.3886
C32 -0.1405 -0.6841 -1.0653
C33 -0.8399 -1.2656 -2.2630
C34 -1.1809 -0.3339 -4.2296
C35 -0.1637 0.8046 -4.4021
C36 -0.0431 1.7811 -3.2170
C37 0.6952 0.3696 -1.2121
H16 -5.7391 -0.6025 2.3323
H17 -5.2990 -0.9902 -0.0658
H18 -2.9884 -1.3531 -0.8572
H19 -1.5527 -0.9877 3.1446
H20 -3.8727 -0.6677 3.9536
H21 -2.2627 -3.6401 1.1708
H22 -2.0913 -6.0553 0.7615
H23 -0.1230 -6.9886 -0.4040
H24 1.7070 -5.4863 -1.1173
H25 1.5437 -3.0531 -0.6976
H26 -1.2281 -2.2626 -2.0491
H27 -1.7304 -0.6208 -5.1233
H28 -0.0922 1.2493 -5.3914
H29 0.3429 2.7580 -3.5130

Cartesian forces (eV/Å) of the 2 atoms listed first:
V 1.0274 1.0229 -0.6543
S 0.3983 0.6356 0.0527

Charge   0
HOMO (spin up / spin down)   -7.15 / -7.47 eV
2S+1   3
Expectation value of S²   2.0251
Frontier orbital gap (spin up / spin down)   0.25969 / 0.27645 Ha

These are the Mulliken partial charges, in e, on atoms 1 to 8: atom 1 (V): -0.097, atom 2 (S): -0.539, atom 3 (C): 0.613, atom 4 (C): -0.762, atom 5 (C): -0.506, atom 6 (C): -0.719, atom 7 (C): -0.598, atom 8 (C): 0.088

Record 3
DFT (ωB97M-V/def2-TZVPD) results for a structure of composition C37H30BrCsF3IN4O3S2 at a distorted geometry.

Positions of all 82 atoms, in Å:
Cs1 0.0752 0.5704 0.6006
C1 4.4825 2.1822 -0.0460
C2 3.7620 3.0167 0.9673
N1 4.4549 3.6349 1.8896
C3 3.7951 4.3627 2.8128
C4 2.4306 4.5042 2.8423
C5 1.7992 5.3465 3.9172
O1 1.2194 6.5623 3.4322
C6 1.6426 3.8889 1.8363
C7 0.1888 4.0577 1.8644
N2 -0.7358 4.1363 0.9679
C8 -0.4986 4.1776 -0.4061
C9 0.5355 4.9401 -0.9540
C10 0.6987 5.0369 -2.3242
C11 -0.1680 4.3738 -3.1801
C12 -1.2183 3.6361 -2.6563
C13 -1.3975 3.5528 -1.2868
I1 -3.0574 2.5084 -0.5683
C14 2.3185 3.0844 0.8664
O2 1.7236 2.4181 -0.0221
H1 5.5560 2.3432 0.0336
H2 4.1300 2.4095 -1.0532
H3 4.2661 1.1227 0.1171
H4 4.4120 4.8512 3.5603
H5 2.5628 5.6478 4.6346
H6 1.0444 4.7692 4.4641
H7 0.6502 6.3301 2.6901
H8 -0.2129 4.1598 2.8753
H9 1.2250 5.4337 -0.2819
H10 1.5205 5.6185 -2.7233
H11 -0.0307 4.4247 -4.2527
H12 -1.9088 3.1229 -3.3132
S1 -0.6222 -4.0099 -2.8995
C15 -0.8834 -2.4163 -3.4892
C16 -0.8862 -2.1897 -4.8930
C17 -1.0951 -0.9271 -5.3964
C18 -1.3156 0.1301 -4.5115
C19 -1.2998 -0.1690 -3.1602
N3 -1.0707 -1.3744 -2.6520
H13 -0.7159 -3.0326 -5.5480
H14 -1.0874 -0.7714 -6.4710
H15 -1.4952 1.1456 -4.8418
H16 -1.4871 0.6159 -2.4306
Br1 0.2208 -5.8447 1.7700
C20 1.4661 -4.3978 1.9489
C21 2.5858 -4.6093 2.7387
C22 3.4739 -3.5527 2.8432
C23 3.2044 -2.3730 2.1642
C24 2.0421 -2.2991 1.4205
N4 1.1657 -3.3023 1.3083
H17 2.7368 -5.5472 3.2507
H18 4.3574 -3.6425 3.4627
H19 3.8454 -1.5078 2.2494
H20 1.7851 -1.3968 0.8953
F1 1.9436 -0.2181 4.3500
C25 0.6754 -0.4889 3.7921
F2 0.4667 -1.8207 4.2498
F3 -0.1713 0.2032 4.6925
O3 -1.9308 -0.9623 0.6004
S2 -2.1041 -2.4490 0.4469
C26 -2.6860 -3.0098 2.0409
C27 -2.4812 -2.1969 3.1398
C28 -2.8226 -2.6697 4.4009
C29 -3.3706 -3.9325 4.5467
C30 -3.5641 -4.7440 3.4334
C31 -3.2104 -4.2901 2.1756
C32 -3.6155 -2.6146 -0.4998
C33 -3.7191 -3.6642 -1.3968
C34 -4.8736 -3.7719 -2.1656
C35 -5.8826 -2.8342 -2.0402
C36 -5.7505 -1.7689 -1.1536
C37 -4.6103 -1.6543 -0.3824
H21 -2.0123 -1.2286 3.0279
H22 -2.6138 -2.0461 5.2598
H23 -3.6284 -4.3021 5.5318
H24 -3.9746 -5.7392 3.5520
H25 -3.3330 -4.9205 1.3033
H26 -2.8741 -4.3271 -1.5442
H27 -4.9583 -4.5745 -2.8873
H28 -6.7730 -2.9133 -2.6529
H29 -6.5354 -1.0266 -1.0812
H30 -4.4571 -0.8264 0.2990

Cartesian forces (eV/Å) of the 2 atoms listed first:
Cs 0.1822 0.0555 0.3529
C -0.0571 -0.0478 -0.0087

Charge   -2
HOMO   -1.81 eV
Relative energy (zero: lowest compared OMol25 entry of this formula, charge and spin)   1.282 eV
Frontier orbital gap   0.20325 Ha

These are the Mulliken partial charges, in e, on atoms 1 to 8: atom 1 (Cs): 1.278, atom 2 (C): -1.057, atom 3 (C): 0.461, atom 4 (N): -0.746, atom 5 (C): -0.906, atom 6 (C): 0.583, atom 7 (C): -0.881, atom 8 (O): -0.598

Record 4
DFT (ωB97M-V/def2-TZVPD) results for a structure of composition C37H30BrF7N5O5S2Sb2Ti at a distorted geometry.

Positions of all 90 atoms, in Å:
Ti1 -0.7341 -1.1726 -0.9905
C1 0.7487 2.2381 1.4584
C2 1.6172 1.8943 0.2102
C3 2.8366 0.9921 0.5483
Sb1 2.2277 -0.9129 1.4160
C4 3.4075 -2.2098 0.1680
C5 2.8180 -3.3430 -0.3964
C6 3.5536 -4.1793 -1.2311
C7 4.8792 -3.8844 -1.5141
C8 5.4717 -2.7534 -0.9623
C9 4.7391 -1.9228 -0.1231
C10 3.8292 -1.0446 2.8865
C11 4.9303 -0.1960 3.0120
C12 5.9635 -0.4841 3.9021
C13 5.9117 -1.6275 4.6897
C14 4.8101 -2.4742 4.5987
C15 3.7810 -2.1795 3.7102
Sb2 -1.1445 1.1720 1.5236
C16 -2.0622 2.4603 3.0206
C17 -2.7641 1.8915 4.0863
C18 -3.5166 2.6797 4.9552
C19 -3.5829 4.0518 4.7629
C20 -2.8804 4.6351 3.7097
C21 -2.1282 3.8463 2.8496
C22 -2.2197 2.4306 0.1412
C23 -1.6248 3.4541 -0.5943
C24 -2.3993 4.2830 -1.4003
C25 -3.7732 4.0942 -1.4837
C26 -4.3704 3.0612 -0.7727
C27 -3.5957 2.2353 0.0362
H1 0.5031 3.2988 1.5064
H2 1.2866 1.9697 2.3703
H3 1.9772 2.8185 -0.2470
H4 1.0167 1.3936 -0.5388
H5 3.3843 0.7434 -0.3619
H6 3.4905 1.5166 1.2462
H7 1.7739 -3.5606 -0.2056
H8 3.0885 -5.0599 -1.6590
H9 5.4503 -4.5333 -2.1689
H10 6.5057 -2.5176 -1.1915
H11 5.2080 -1.0413 0.3032
H12 4.9975 0.7028 2.4059
H13 6.8177 0.1812 3.9706
H14 6.7245 -1.8595 5.3689
H15 4.7602 -3.3682 5.2128
H16 2.9242 -2.8459 3.6431
H17 -2.7236 0.8173 4.2417
H18 -4.0592 2.2197 5.7744
H19 -4.1805 4.6678 5.4260
H20 -2.9348 5.7065 3.5500
H21 -1.6056 4.3124 2.0219
H22 -0.5480 3.5967 -0.5665
H23 -1.9232 5.0683 -1.9798
H24 -4.3750 4.7429 -2.1105
H25 -5.4406 2.8988 -0.8459
H26 -4.0747 1.4416 0.6028
F1 2.9451 1.8417 -3.1301
C28 1.7299 1.3464 -3.3464
F2 0.8286 2.2241 -2.9065
F3 1.5612 1.2249 -4.6600
S1 1.5717 -0.9922 -2.8505
O1 1.0835 -0.9663 -1.3226
O2 3.0046 -1.1535 -2.8924
N1 0.9488 -2.5209 -3.3914
S2 -0.4503 -3.0476 -3.1128
O3 -0.8531 -2.9872 -1.6465
O4 -1.5543 -2.7299 -3.9743
C29 -0.3197 -4.8719 -3.2780
F4 0.3265 -5.2385 -4.3710
F5 0.3046 -5.3826 -2.2095
F6 -1.5552 -5.3767 -3.3127
O5 -1.1466 0.4840 -1.5473
N2 -1.0311 -0.2413 -2.7132
C30 -1.4957 0.4009 -3.8068
C31 -2.1670 1.6527 -3.7588
N3 -2.7478 2.6529 -3.7737
C32 -1.2657 -0.1082 -5.1265
N4 -1.1115 -0.3874 -6.2358
F7 -0.6680 -1.8704 0.6591
Br1 -7.5571 -1.0587 -0.0943
C33 -5.6958 -1.2103 -0.3379
C34 -4.8716 -1.4384 0.7439
C35 -3.5070 -1.4983 0.5188
N5 -2.9585 -1.3582 -0.6826
C36 -3.7763 -1.2080 -1.7238
C37 -5.1517 -1.1107 -1.5989
H27 -5.2723 -1.5673 1.7398
H28 -2.8249 -1.6776 1.3352
H29 -3.3236 -1.1927 -2.7042
H30 -5.7726 -0.9779 -2.4741

Cartesian forces (eV/Å) of the 2 atoms listed first:
Ti -0.8719 -0.9492 1.3635
C 0.1046 -0.2682 -0.4396

Charge   -1
HOMO (spin up / spin down)   -4.67 / -6.01 eV
2S+1   3
Relative energy (zero: lowest compared OMol25 entry of this formula, charge and spin)   2.641 eV
Expectation value of S²   2.0317
Frontier orbital gap (spin up / spin down)   0.23158 / 0.27537 Ha

These are the Mulliken partial charges, in e, on atoms 1 to 8: atom 1 (Ti): -0.032, atom 2 (C): -1.589, atom 3 (C): 1.196, atom 4 (C): -2.278, atom 5 (Sb): 0.911, atom 6 (C): 0.330, atom 7 (C): -0.635, atom 8 (C): -0.300

For reference, E_tot by record: -121430.705, -118646.110, -159473.160, -203468.549 eV.